# 1
{
  "formula": "C13H26N3O3SeTi",
  "method": "ωB97M-V/def2-TZVPD",
  "orbital_gap_ev": [8.1, 9.0],
  "relative_energy_kcal_mol": 5.9,
  "homo_ev": [-10.337, -11.285],
  "e_lumo_ha": [-0.0828, -0.0829],
  "spin_multiplicity": 3,
  "charge": 1,
  "s_squared": 2.003,
  "symbols": ["Ti", "C", "O", "C", "C", "O", "C", "C", "O", "C", "H", "H", "H", "H", "H", "H", "H", "H", "H", "H", "H", "H", "H", "H", "Se", "C", "N", "C", "C", "N", "C", "C", "N", "C", "C", "H", "H", "H", "H", "H", "H", "H", "H", "H", "H", "H", "H"],
  "positions_angstrom": [[0.09005, -0.29153, 1.61048], [-3.23292, -0.13439, 1.95298], [-2.11814, -0.00954, 1.06004], [-2.29923, 0.94481, 0.01337], [-1.27125, 2.03829, 0.16584], [0.00556, 1.37845, 0.18996], [1.09572, 2.27153, 0.46331], [2.36312, 1.45643, 0.44053], [2.17457, 0.33401, 1.31259], [3.41556, -0.22439, 1.77732], [-4.10767, -0.47982, 1.39980], [-2.95809, -0.86250, 2.71049], [-3.44443, 0.81775, 2.44083], [-2.15071, 0.42861, -0.93876], [-3.30733, 1.35892, 0.03543], [-1.30775, 2.73466, -0.67470], [-1.40536, 2.58273, 1.10487], [1.13777, 3.05578, -0.29526], [0.94290, 2.71980, 1.44961], [2.58090, 1.09221, -0.56775], [3.20040, 2.06202, 0.79060], [4.01319, -0.55556, 0.92581], [3.96448, 0.52689, 2.34527], [3.16754, -1.06040, 2.42380], [-0.54264, 1.10389, 3.85166], [0.44674, -0.41400, 3.93539], [1.02784, -1.38946, 3.66213], [0.94024, -2.37487, -0.32730], [1.10876, -3.78916, -0.94312], [0.03253, -4.65914, -0.49631], [-1.24522, -4.00775, -0.76525], [-1.38978, -2.74366, 0.11361], [-0.08584, -2.41070, 0.74625], [0.27504, -3.51872, 1.67894], [0.15087, -4.87424, 0.94575], [0.60564, -1.65234, -1.07890], [1.88132, -2.01582, 0.09567], [2.05702, -4.23119, -0.63460], [1.10677, -3.73724, -2.03210], [-2.05533, -4.70991, -0.56866], [-1.28163, -3.75286, -1.82560], [-2.10981, -2.88929, 0.92002], [-1.71931, -1.88848, -0.47550], [-0.37343, -3.46400, 2.55267], [1.28984, -3.33520, 2.02742], [-0.73196, -5.42164, 1.27796], [1.01984, -5.50073, 1.14806]],
  "lowdin_charge": [0.752, -0.072, -0.346, -0.151, -0.142, -0.245, -0.148, -0.141, -0.317, -0.038, 0.106, 0.093, 0.092, 0.138, 0.145, 0.148, 0.133, 0.149, 0.127, 0.147, 0.146, 0.105, 0.109, 0.078, 0.718, -0.842, 0.055, -0.142, -0.140, -0.152, -0.140, -0.136, -0.236, -0.150, -0.137, 0.127, 0.107, 0.126, 0.124, 0.124, 0.124, 0.127, 0.105, 0.116, 0.104, 0.124, 0.124]
}

=====

# 2
{
  "formula": "C3H6N2S",
  "method": "ωB97M-V/def2-TZVPD",
  "orbital_gap_ev": 10.0,
  "relative_energy_kcal_mol": 62.6,
  "homo_ev": -9.471,
  "e_lumo_ha": 0.0188,
  "charge": 0,
  "smiles": "[H]/N=C(/C=C)NS",
  "symbols": ["C", "C", "C", "H", "H", "H", "H", "H", "H", "N", "N", "S"],
  "positions_angstrom": [[-0.18030, 0.33942, 0.03324], [1.13816, -0.47732, 0.04452], [2.38924, -0.03082, -0.28102], [-3.67017, -0.15532, 0.76792], [-1.12445, -1.35881, -0.08696], [-1.18336, 1.94089, 0.12427], [0.94577, -1.52467, 0.08714], [3.29728, -0.84954, -0.31874], [2.66995, 1.02570, -0.54602], [-1.27896, -0.46862, 0.41396], [-0.26446, 1.58428, 0.09982], [-2.73870, -0.02519, -0.33811]],
  "lowdin_charge": [-0.544, -0.116, 0.008, -0.081, 0.044, -0.008, 0.067, 0.109, 0.069, -0.395, 0.133, 0.715]
}

=====

# 3
{
  "formula": "C36H51BN6ReS3",
  "method": "ωB97M-V/def2-TZVPD",
  "orbital_gap_ev": [5.7, 3.8],
  "relative_energy_kcal_mol": 22.7,
  "homo_ev": [-19.770, -19.174],
  "e_lumo_ha": [-0.5176, -0.5639],
  "spin_multiplicity": 2,
  "charge": 4,
  "s_squared": 0.919,
  "symbols": ["Re", "C", "C", "C", "C", "N", "N", "B", "N", "N", "C", "C", "C", "C", "C", "S", "C", "C", "C", "C", "N", "N", "C", "C", "C", "C", "C", "S", "C", "C", "C", "C", "C", "S", "C", "C", "C", "C", "H", "H", "H", "H", "H", "H", "H", "H", "H", "H", "H", "H", "H", "H", "H", "H", "H", "H", "H", "H", "H", "H", "H", "H", "H", "H", "H", "H", "H", "H", "H", "H", "H", "H", "H", "H", "H", "H", "H", "C", "C", "C", "C", "C", "C", "C", "C", "C", "H", "H", "H", "H", "H", "H", "H", "H", "H", "H", "H", "H"],
  "positions_angstrom": [[0.33011, 1.13022, -2.84750], [5.06227, -1.21180, -2.17964], [3.92408, -1.25650, -1.21503], [3.96182, -1.99155, -0.05329], [2.84596, -2.01627, 0.80528], [1.76302, -1.29556, 0.51953], [1.70784, -0.57453, -0.57540], [0.34305, 0.27423, -0.71126], [-0.85639, -0.72869, -0.56048], [-1.73543, -0.69318, 0.42006], [-2.67331, -1.63016, 0.49533], [-2.60919, -2.76565, -0.34092], [-1.75541, -2.78115, -1.41586], [-1.73475, -3.89735, -2.40798], [-0.94416, -1.63681, -1.55315], [-0.12304, -1.27470, -3.01793], [-3.80934, -1.49170, 1.48096], [-5.10983, -2.03999, 0.85084], [-3.48897, -2.34873, 2.72026], [-4.05326, -0.01898, 1.85001], [0.43610, 1.33464, 0.44893], [0.17328, 0.99482, 1.69942], [0.45101, 1.84467, 2.68442], [1.11456, 3.06209, 2.42083], [1.37773, 3.44198, 1.13062], [2.05826, 4.72204, 0.77455], [0.96501, 2.52748, 0.13579], [1.11494, 2.95673, -1.52126], [0.00957, 1.55572, 4.09859], [-0.53214, 0.13485, 4.24927], [-1.10562, 2.57402, 4.40965], [1.17492, 1.74254, 5.08628], [2.72429, -0.53511, -1.46050], [2.57014, 0.37075, -2.91955], [2.86355, -2.85965, 2.05660], [1.57449, -2.65065, 2.86701], [4.06711, -2.45188, 2.91852], [2.96617, -4.33779, 1.64428], [5.91984, -1.76410, -1.80445], [5.37275, -0.18238, -2.36998], [4.77952, -1.64695, -3.14163], [4.84664, -2.56370, 0.19655], [-3.28595, -3.59536, -0.18141], [-2.71823, -4.35230, -2.50854], [-1.05743, -4.68581, -2.06767], [-1.39105, -3.57723, -3.39090], [-5.12782, -3.13025, 0.82654], [-5.26062, -1.64624, -0.15726], [-5.95623, -1.72324, 1.45745], [-3.29018, -3.38783, 2.44990], [-4.34289, -2.33408, 3.39604], [-2.61890, -1.97016, 3.25188], [-4.56123, 0.50749, 1.03940], [-3.11808, 0.49964, 2.05091], [-4.68789, 0.03340, 2.73254], [1.41039, 3.70269, 3.24143], [2.18554, 5.35570, 1.64834], [1.49545, 5.27874, 0.02235], [3.04858, 4.52229, 0.35641], [-1.30546, -0.03687, 3.50740], [-0.95671, 0.01174, 5.24365], [0.24889, -0.60964, 4.11554], [-1.89565, 2.55238, 3.65504], [-0.71994, 3.59405, 4.46882], [-1.54901, 2.33614, 5.37554], [1.99693, 1.05966, 4.86651], [0.82517, 1.53672, 6.09650], [1.55280, 2.76687, 5.09426], [1.50443, -1.60750, 3.17339], [1.59705, -3.28064, 3.75375], [0.69275, -2.90569, 2.27793], [4.03931, -1.38807, 3.16316], [5.02222, -2.66888, 2.43572], [4.04829, -3.01933, 3.84762], [2.10195, -4.64517, 1.05288], [3.00414, -4.95774, 2.53877], [3.87359, -4.54478, 1.07240], [-1.57932, 4.41730, -2.79723], [-1.17974, 3.20955, -3.56287], [-0.06111, 3.24564, -4.43331], [0.21106, 2.21213, -5.34627], [1.24005, 2.37694, -6.40923], [-0.59540, 1.05994, -5.28016], [-1.73063, 0.98478, -4.43218], [-2.72126, -0.11168, -4.59393], [-1.94705, 2.02375, -3.50163], [-2.16829, 4.17359, -1.91458], [-2.21390, 5.03127, -3.44833], [-0.72635, 5.03872, -2.52769], [0.52160, 4.15988, -4.49084], [0.76381, 2.88237, -7.25731], [1.61631, 1.42462, -6.77871], [2.06887, 3.00927, -6.09425], [-0.43374, 0.26741, -6.00412], [-3.41325, 0.18702, -5.39053], [-3.31471, -0.27145, -3.69496], [-2.26229, -1.04413, -4.91896], [-2.84595, 2.01111, -2.89698]],
  "lowdin_charge": [0.897, -0.021, -0.194, 0.126, -0.128, 0.218, -0.008, -0.599, -0.004, 0.215, -0.147, 0.116, -0.204, -0.006, -0.509, 0.886, -0.531, -0.029, -0.005, -0.030, 0.010, 0.221, -0.135, 0.124, -0.203, -0.018, -0.497, 0.922, -0.536, -0.031, -0.005, -0.011, -0.520, 0.900, -0.541, -0.040, -0.010, -0.008, 0.111, 0.101, 0.109, 0.151, 0.151, 0.112, 0.119, 0.066, 0.091, 0.097, 0.108, 0.096, 0.111, 0.075, 0.093, 0.050, 0.106, 0.147, 0.111, 0.090, 0.112, 0.055, 0.112, 0.058, 0.093, 0.097, 0.110, 0.095, 0.112, 0.087, 0.053, 0.111, 0.084, 0.097, 0.093, 0.111, 0.095, 0.111, 0.094, -0.009, -0.311, -0.032, -0.260, 0.015, -0.036, -0.328, -0.014, -0.050, 0.109, 0.138, 0.089, 0.159, 0.134, 0.108, 0.109, 0.159, 0.137, 0.104, 0.086, 0.153]
}

=====

- What is the formula in the third record?
  C36H51BN6ReS3

=====

What did the first record say?
{
  "formula": "C13H26N3O3SeTi",
  "method": "ωB97M-V/def2-TZVPD",
  "orbital_gap_ev": [8.1, 9.0],
  "relative_energy_kcal_mol": 5.9,
  "homo_ev": [-10.337, -11.285],
  "e_lumo_ha": [-0.0828, -0.0829],
  "spin_multiplicity": 3,
  "charge": 1,
  "s_squared": 2.003,
  "symbols": ["Ti", "C", "O", "C", "C", "O", "C", "C", "O", "C", "H", "H", "H", "H", "H", "H", "H", "H", "H", "H", "H", "H", "H", "H", "Se", "C", "N", "C", "C", "N", "C", "C", "N", "C", "C", "H", "H", "H", "H", "H", "H", "H", "H", "H", "H", "H", "H"],
  "positions_angstrom": [[0.09005, -0.29153, 1.61048], [-3.23292, -0.13439, 1.95298], [-2.11814, -0.00954, 1.06004], [-2.29923, 0.94481, 0.01337], [-1.27125, 2.03829, 0.16584], [0.00556, 1.37845, 0.18996], [1.09572, 2.27153, 0.46331], [2.36312, 1.45643, 0.44053], [2.17457, 0.33401, 1.31259], [3.41556, -0.22439, 1.77732], [-4.10767, -0.47982, 1.39980], [-2.95809, -0.86250, 2.71049], [-3.44443, 0.81775, 2.44083], [-2.15071, 0.42861, -0.93876], [-3.30733, 1.35892, 0.03543], [-1.30775, 2.73466, -0.67470], [-1.40536, 2.58273, 1.10487], [1.13777, 3.05578, -0.29526], [0.94290, 2.71980, 1.44961], [2.58090, 1.09221, -0.56775], [3.20040, 2.06202, 0.79060], [4.01319, -0.55556, 0.92581], [3.96448, 0.52689, 2.34527], [3.16754, -1.06040, 2.42380], [-0.54264, 1.10389, 3.85166], [0.44674, -0.41400, 3.93539], [1.02784, -1.38946, 3.66213], [0.94024, -2.37487, -0.32730], [1.10876, -3.78916, -0.94312], [0.03253, -4.65914, -0.49631], [-1.24522, -4.00775, -0.76525], [-1.38978, -2.74366, 0.11361], [-0.08584, -2.41070, 0.74625], [0.27504, -3.51872, 1.67894], [0.15087, -4.87424, 0.94575], [0.60564, -1.65234, -1.07890], [1.88132, -2.01582, 0.09567], [2.05702, -4.23119, -0.63460], [1.10677, -3.73724, -2.03210], [-2.05533, -4.70991, -0.56866], [-1.28163, -3.75286, -1.82560], [-2.10981, -2.88929, 0.92002], [-1.71931, -1.88848, -0.47550], [-0.37343, -3.46400, 2.55267], [1.28984, -3.33520, 2.02742], [-0.73196, -5.42164, 1.27796], [1.01984, -5.50073, 1.14806]],
  "lowdin_charge": [0.752, -0.072, -0.346, -0.151, -0.142, -0.245, -0.148, -0.141, -0.317, -0.038, 0.106, 0.093, 0.092, 0.138, 0.145, 0.148, 0.133, 0.149, 0.127, 0.147, 0.146, 0.105, 0.109, 0.078, 0.718, -0.842, 0.055, -0.142, -0.140, -0.152, -0.140, -0.136, -0.236, -0.150, -0.137, 0.127, 0.107, 0.126, 0.124, 0.124, 0.124, 0.127, 0.105, 0.116, 0.104, 0.124, 0.124]
}